Formula: C35H59BiBrN14O2S2
Source: the OMol25 dataset
Level of theory: wB97M-V/def2-TZVPD

XYZ file:
```
114
Properties=species:S:1:pos:R:3:lowdin_charge:R:1
Bi 0.7632 -0.4806 0.9001 1.799
C 4.5435 0.3494 3.9285 -0.058
N 4.2066 0.3303 2.5094 -0.143
C 4.9882 -0.5603 1.6560 -0.044
C 3.6662 1.4802 1.9338 -0.417
N 2.6773 1.3638 1.1137 0.009
C 2.3645 2.4955 0.2346 -0.214
C 1.6616 2.0642 -1.0418 -0.205
N 0.2842 1.5374 -0.8731 -0.209
C -0.5964 2.5464 -0.2725 -0.177
C -0.8356 2.3190 1.2132 -0.245
N -1.5812 1.0792 1.3311 0.023
C -2.8083 1.0449 1.7148 -0.379
N -3.4876 2.0773 2.3365 -0.161
C -4.8653 2.4045 2.0145 -0.056
C -2.8792 2.9109 3.3473 -0.065
N -3.5827 -0.0765 1.4702 -0.135
C -3.1197 -1.1082 0.5525 -0.068
C -4.5084 -0.5657 2.4797 -0.050
C -0.1501 1.1352 -2.2550 -0.145
C -1.6256 0.8491 -2.5383 -0.222
N -1.9672 -0.5299 -2.3014 0.068
C -3.0081 -1.0262 -2.8603 -0.413
N -3.1307 -2.4096 -2.9365 -0.167
C -4.4237 -3.0545 -2.8354 -0.073
C -2.0607 -3.2021 -3.5095 -0.071
N -4.0597 -0.3045 -3.4011 -0.153
C -4.6623 -0.6804 -4.6681 -0.054
C -4.5712 0.9142 -2.8131 -0.065
N 4.2383 2.6854 2.2607 -0.151
C 3.4477 3.8667 2.5565 -0.058
C 5.6858 2.8055 2.3873 -0.032
H 3.6654 0.1070 4.5316 0.048
H 4.9321 1.3122 4.2639 0.066
H 5.3004 -0.4072 4.1301 0.096
H 6.0523 -0.2968 1.6611 0.090
H 4.6195 -0.4976 0.6343 0.086
H 4.8994 -1.5920 1.9975 0.079
H 3.2896 2.9902 -0.0799 0.132
H 1.7711 3.2538 0.7531 0.088
H 2.2556 1.2951 -1.5238 0.108
H 1.6245 2.9359 -1.7085 0.128
H -1.5722 2.4573 -0.7275 0.098
H -0.2472 3.5688 -0.4682 0.133
H -1.3192 3.2185 1.6022 0.103
H 0.1108 2.1874 1.7539 0.066
H -5.2466 1.7267 1.2570 0.088
H -4.9269 3.4272 1.6312 0.092
H -5.5073 2.3448 2.8993 0.090
H -3.4586 2.8559 4.2754 0.094
H -2.8441 3.9616 3.0407 0.092
H -1.8703 2.5690 3.5589 0.070
H -2.7115 -1.9720 1.0888 0.051
H -2.3409 -0.7236 -0.0979 0.025
H -3.9626 -1.4571 -0.0509 0.094
H -5.4534 -0.8635 2.0212 0.096
H -4.7082 0.1994 3.2252 0.080
H -4.0933 -1.4436 2.9874 0.076
H 0.4249 0.2463 -2.5195 0.117
H 0.1549 1.9429 -2.9332 0.121
H -1.7803 1.1081 -3.5950 0.130
H -2.2609 1.5318 -1.9754 0.070
H -4.8910 -3.2663 -3.8063 0.080
H -5.1019 -2.4342 -2.2507 0.087
H -4.2989 -4.0076 -2.3153 0.088
H -1.9447 -4.1400 -2.9619 0.072
H -1.1266 -2.6497 -3.4431 0.067
H -2.2627 -3.4447 -4.5626 0.087
H -4.1879 -1.5758 -5.0613 0.084
H -4.5257 0.1207 -5.4009 0.092
H -5.7361 -0.8624 -4.5628 0.090
H -4.1792 1.0417 -1.8072 0.074
H -5.6610 0.8487 -2.7436 0.091
H -4.3281 1.8008 -3.4087 0.092
H 3.5213 4.6304 1.7784 0.094
H 3.7925 4.3019 3.4976 0.097
H 2.4013 3.5922 2.6807 0.073
H 6.1845 2.1404 1.6845 0.094
H 6.0541 2.5942 3.3953 0.078
H 5.9672 3.8266 2.1342 0.096
C -1.7867 -5.9379 1.7017 -0.386
S -1.1202 -5.1566 0.2177 0.859
C -0.8323 -3.5182 0.7466 -1.094
S -0.1821 -2.5070 -0.4885 0.618
N -1.1613 -3.2074 1.9668 -0.089
N -0.7619 -1.9788 2.3953 -0.140
C -1.3306 -1.5513 3.4501 -0.128
C -0.8288 -0.3844 4.1941 -0.300
C -1.4148 -0.0515 5.4112 -0.010
C -0.8410 0.9438 6.1857 -0.048
C 0.2920 1.5912 5.7193 -0.043
C 0.7822 1.2297 4.4724 -0.142
N 0.2446 0.2686 3.7258 0.041
H -2.8106 -5.6134 1.8707 0.037
H -1.7562 -7.0091 1.5066 0.035
H -1.1705 -5.6881 2.5600 0.031
H -2.1306 -2.1382 3.9020 0.128
H -2.2908 -0.5892 5.7554 0.121
H -1.2672 1.2119 7.1445 0.117
H 0.7807 2.3593 6.3048 0.112
H 1.6559 1.7201 4.0485 0.094
Br 2.0582 -2.5580 4.1475 0.845
C 2.5794 -3.2089 2.4557 -0.723
C 3.1773 -4.4570 2.4105 -0.097
C 3.7042 -4.8856 1.2049 -0.017
C 3.6380 -4.0465 0.1072 0.025
C 2.9894 -2.8362 0.2390 -0.237
N 2.4409 -2.4218 1.3930 -0.021
C 2.9430 -1.8864 -0.9514 -0.641
O 3.6182 -2.1548 -1.9229 0.089
O 2.2191 -0.8236 -0.7966 -0.303
H 3.2368 -5.0591 3.3055 0.104
H 4.1853 -5.8532 1.1406 0.122
H 4.0636 -4.2939 -0.8546 0.131
```

Values from the calculation:
Spin multiplicity = 1
Charge = +1
HOMO level = -9.86 eV
Orbital gap = 7.06 eV

***

Formula: C20H35F4N3O2
Source: the OMol25 dataset
Level of theory: wB97M-V/def2-TZVPD

XYZ file:
```
64
Properties=species:S:1:pos:R:3:lowdin_charge:R:1
N -0.3046 2.5390 -3.1878 0.072
C -0.5619 1.0875 -3.3831 -0.182
C -1.4594 0.3854 -2.5293 0.064
C -1.5948 -1.1812 -2.8422 -0.262
O -2.6596 -1.8118 -2.7778 0.085
C -0.2099 -1.8882 -3.2701 -0.002
C 0.1208 -3.3389 -2.6708 -0.273
F -0.4373 -3.3109 -1.3385 0.038
F -0.4683 -4.3702 -3.4244 0.082
C 1.7201 -3.4810 -2.5090 -0.173
F 2.2626 -2.3664 -1.7897 0.011
F 2.0933 -4.6357 -1.7674 0.029
C 0.6808 -1.1892 -4.1278 0.095
C 0.1593 0.2683 -4.5647 -0.244
O 0.2706 0.7035 -5.7225 0.080
H 0.0436 2.5774 -2.2076 0.090
H 0.5490 2.7594 -3.7397 0.092
H -2.0407 0.8862 -1.6889 0.129
H 2.2034 -3.4596 -3.5479 0.168
H 1.6852 -1.6111 -4.4441 0.126
C -0.1372 -5.0883 5.2039 -0.095
C 0.4798 -4.4022 3.9910 -0.276
N 1.2985 -5.2887 3.1733 -0.194
C 2.1230 -4.5791 2.1986 -0.243
C 1.4066 -3.8012 1.0973 -0.100
C 0.6451 -6.4950 2.6779 -0.249
C -0.6185 -6.3248 1.8347 -0.083
H 0.6276 -5.5815 5.8096 0.079
H -0.6374 -4.3481 5.8340 0.071
H -0.8864 -5.8301 4.9168 0.064
H 1.1105 -3.5911 4.3692 0.116
H -0.3190 -3.9286 3.4055 0.098
H 2.8212 -5.2845 1.7340 0.113
H 2.7624 -3.8766 2.7466 0.109
H 0.9814 -4.4607 0.3423 0.033
H 2.1171 -3.1514 0.5807 0.063
H 0.6126 -3.1627 1.4938 0.074
H 0.3941 -7.1246 3.5382 0.100
H 1.3681 -7.0927 2.1123 0.114
H -1.3220 -5.6128 2.2720 0.068
H -1.1376 -7.2852 1.7571 0.073
H -0.3888 -6.0075 0.8172 0.054
C 0.3104 6.6574 -2.2347 -0.091
C -0.7040 5.9041 -1.3827 -0.276
N -0.1789 5.4722 -0.0924 -0.196
C -1.0372 4.5044 0.5860 -0.254
C -2.4274 4.9677 1.0155 -0.087
C 0.3795 6.5170 0.7593 -0.249
C -0.5273 7.6883 1.1359 -0.086
H 1.2275 6.0758 -2.3630 0.076
H -0.1071 6.8470 -3.2270 0.074
H 0.5699 7.6260 -1.8008 0.065
H -1.0049 5.0198 -1.9539 0.099
H -1.6033 6.5233 -1.2703 0.100
H -0.5120 4.1080 1.4622 0.113
H -1.1605 3.6400 -0.0784 0.093
H -2.3851 5.6254 1.8847 0.056
H -3.0292 4.1020 1.3051 0.072
H -2.9630 5.4802 0.2124 0.070
H 1.2665 6.9237 0.2625 0.101
H 0.7715 6.0658 1.6771 0.115
H -1.0731 8.0889 0.2788 0.068
H 0.0793 8.5035 1.5419 0.073
H -1.2453 7.4144 1.9091 0.054
```

Values from the calculation:
Spin multiplicity = 1
HOMO level = -7.93 eV
SMILES = NC1=CC(=O)C(C(F)(F)C(F)F)=CC1=O.CCN(CC)CC.CCN(CC)CC
Orbital gap = 6.48 eV

***

Formula: Ca2Cs4O20PdS5
Source: the OMol25 dataset
Level of theory: wB97M-V/def2-TZVPD

XYZ file:
```
32
Properties=species:S:1:pos:R:3:lowdin_spin:R:1
Pd 0.2148 0.4243 0.2458 1.529
Ca 2.9364 -0.9994 0.3285 -0.001
Ca -2.1516 -1.0041 -1.7196 0.000
Cs 0.2196 1.0467 4.2113 -0.001
Cs 1.7788 2.0403 -3.2071 0.000
Cs -0.6115 -3.8399 1.3627 0.000
Cs -2.4267 3.6000 -0.5353 0.000
S -1.9253 1.2387 -3.2681 0.001
O -1.0965 0.9581 -2.0481 0.026
O -2.8764 0.1122 -3.4514 0.002
O -2.5682 2.5969 -3.1768 0.000
O -0.9215 1.3695 -4.3048 0.002
S 2.1594 -1.5029 2.8506 0.006
O 3.5177 -1.1493 2.2987 0.003
O 1.8577 -2.9242 2.5926 0.003
O 2.1831 -1.0958 4.2341 0.005
O 1.3044 -0.6516 1.9222 0.047
S 0.9657 -2.2622 -1.9072 0.001
O -0.4686 -2.4485 -1.6491 -0.001
O 1.6101 -2.9996 -0.7770 -0.001
O 1.2691 -2.5967 -3.2574 0.003
O 1.3219 -0.7064 -1.5733 0.047
S -2.8624 -0.3281 1.0662 0.004
O -1.4940 -0.7818 0.5951 0.059
O -3.7984 -0.9887 0.0838 0.006
O -3.0054 -0.8263 2.4177 0.004
O -2.9690 1.1615 0.9627 0.001
S 1.6489 2.5934 1.1550 0.002
O 0.0939 2.2274 1.3018 0.138
O 2.1558 1.2826 0.4567 0.095
O 1.8591 3.6929 0.2795 0.008
O 2.0790 2.7610 2.5100 0.013
```

Values from the calculation:
Spin multiplicity = 3
HOMO level (alpha / beta) = -9.14 / -9.14 eV
Orbital gap (alpha / beta) = 8.45 / 7.41 eV

***

Formula: C2H2NO2S
Source: the OMol25 dataset
Level of theory: wB97M-V/def2-TZVPD

XYZ file:
```
8
Properties=species:S:1:pos:R:3:lowdin_charge:R:1
C -0.8330 -1.4848 -0.0118 -0.599
C 1.5140 0.7000 0.0533 -0.966
N -1.4456 -0.3698 0.0032 -0.091
O 2.6152 0.8341 -0.4455 -0.076
O 0.7111 1.4331 0.5231 -0.054
S 0.9105 -1.2392 0.0601 0.685
H -2.4016 -0.3892 -0.3580 0.077
H -1.0706 0.5157 0.1756 0.025
```

Values from the calculation:
Spin multiplicity = 1
Charge = -1
HOMO level = -3.59 eV
Orbital gap = 7.75 eV
ΔE to the lowest compared entry with this formula, charge and spin = 115.04 kJ/mol

***

Formula: C25H48F3Na2O27S
Source: the OMol25 dataset
Level of theory: wB97M-V/def2-TZVPD

XYZ file:
```
106
Properties=species:S:1:pos:R:3:lowdin_charge:R:1
Na -4.1466 -0.5832 0.3181 0.741
Na -3.1183 2.6482 -2.2493 0.719
C 0.5256 -0.3708 -0.8301 -0.571
F -0.0471 -1.3913 -1.5208 0.111
F 1.4781 -0.8589 0.0561 0.105
F 1.1831 0.3340 -1.6784 0.171
S -0.8692 0.7020 0.0174 0.566
O -1.4791 1.5275 -1.0326 -0.371
O -1.8744 -0.2888 0.4819 -0.378
O -0.2150 1.4541 1.0673 -0.294
C 1.2486 0.0014 3.2209 -0.033
O 0.9594 -1.0250 4.2192 0.020
C 0.1963 -0.5070 5.2150 -0.472
O 0.1311 0.6958 5.6685 0.047
O -0.4239 -1.5389 5.8647 -0.033
C -1.1717 -1.3757 7.0877 -0.026
H 0.7364 -0.1985 2.2798 0.047
H 2.2864 -0.0694 2.8953 0.077
H 1.0099 1.0369 3.4637 0.091
H -1.6422 -2.3336 7.3094 0.088
H -2.0328 -0.7407 6.8794 0.086
H -0.5447 -1.1441 7.9487 0.102
C 0.8480 -1.8116 -5.4599 -0.082
O 1.2215 -0.5690 -5.9320 -0.013
C 1.7354 -0.5756 -7.1917 -0.546
O 1.8581 -1.5173 -7.9466 0.135
O 1.8385 0.7320 -7.5102 -0.013
C 2.5699 1.1564 -8.6744 -0.030
H -0.1617 -2.0740 -5.7757 0.097
H 0.7869 -1.6679 -4.3811 0.085
H 1.4510 -2.6897 -5.6911 0.104
H 2.9393 0.4394 -9.4076 0.097
H 3.5150 1.5904 -8.3480 0.087
H 1.9907 1.9881 -9.0753 0.095
C 2.8642 7.2465 -2.4318 -0.083
O 2.0422 6.9684 -1.3781 0.013
C 1.7727 5.6686 -1.1549 -0.451
O 2.2829 4.6578 -1.7112 0.062
O 0.7566 5.5323 -0.2051 -0.011
C 0.2263 4.2606 0.1319 -0.068
H 2.5200 6.8296 -3.3782 0.106
H 3.9002 6.9925 -2.2077 0.106
H 2.9275 8.3344 -2.4552 0.104
H -0.7966 4.1567 -0.2300 0.076
H 0.0780 4.1582 1.2069 0.093
H 0.8475 3.4083 -0.1437 0.065
C 0.6242 2.6555 -3.9499 -0.020
O -0.0327 2.3534 -5.1523 0.056
C -1.2585 1.9049 -5.1335 -0.535
O -2.0746 1.7523 -4.2427 0.064
O -1.4910 1.4516 -6.4237 -0.013
C -2.8448 1.0297 -6.7209 -0.024
H 1.2409 3.5414 -4.1018 0.101
H 1.2472 1.8888 -3.4894 0.098
H -0.0485 2.9302 -3.1374 0.080
H -3.3534 1.9661 -6.9499 0.100
H -3.2955 0.3972 -5.9560 0.089
H -2.8389 0.3911 -7.6042 0.098
C -3.6240 2.4458 7.7373 -0.076
O -3.7665 2.0696 6.4101 -0.049
C -2.7420 2.2922 5.4898 -0.527
O -1.6686 2.8963 5.7621 0.081
O -3.2080 1.9806 4.3090 0.021
C -2.2561 2.1217 3.1857 -0.003
H -4.6014 2.3313 8.2060 0.100
H -3.2837 3.4813 7.7482 0.096
H -2.8107 1.8869 8.2001 0.096
H -1.2513 1.7682 3.4169 0.075
H -2.0781 3.1358 2.8278 0.096
H -2.6113 1.5895 2.3033 0.057
C 1.2872 -4.1856 1.7641 0.020
O -0.1475 -4.6182 1.7963 -0.072
C -0.7029 -5.9118 1.8630 -0.529
O -0.0894 -6.9207 1.4848 0.088
O -1.9742 -5.8929 2.2541 -0.019
C -2.6179 -7.1891 2.3204 -0.018
H 1.7329 -4.3667 0.7860 0.084
H 1.8320 -4.7319 2.5341 0.096
H 1.2415 -3.1131 1.9536 0.077
H -2.1099 -7.7947 3.0709 0.102
H -2.5952 -7.6818 1.3483 0.102
H -3.6513 -7.0442 2.6354 0.090
C -1.1081 -4.5564 -1.7121 -0.040
O -2.1982 -5.0917 -1.0221 -0.002
C -3.1214 -4.2585 -0.4239 -0.527
O -3.0694 -3.0400 -0.3773 0.101
O -3.9522 -5.0973 0.1570 0.006
C -5.1888 -4.6412 0.6144 -0.036
H -0.2923 -4.7939 -1.0293 0.096
H -1.1945 -3.4967 -1.9522 0.080
H -0.9092 -5.1226 -2.6221 0.101
H -5.7050 -4.2278 -0.2521 0.101
H -5.0404 -3.8488 1.3479 0.093
H -5.7924 -5.4059 1.1033 0.107
C 6.7508 0.7716 3.3856 -0.042
O 6.0412 1.5930 2.5041 0.039
C 5.0499 1.0634 1.8852 -0.623
O 4.6284 -0.1229 1.9546 0.068
O 4.6493 1.9697 1.0522 0.033
C 3.5584 1.6812 0.2373 -0.039
H 7.4582 1.4522 3.8593 0.100
H 7.2955 -0.0311 2.8886 0.104
H 6.1257 0.3269 4.1599 0.102
H 2.7914 1.3441 0.9346 0.076
H 3.8536 0.9654 -0.5298 0.116
H 2.9877 2.5676 -0.0396 0.081
```

Values from the calculation:
Spin multiplicity = 1
Charge = +1
HOMO level = -11.79 eV
Orbital gap = 7.27 eV
ΔE to the lowest compared entry with this formula, charge and spin = 546.18 kJ/mol

***

Formula: C18H38FN5O8
Source: the OMol25 dataset
Level of theory: wB97M-V/def2-TZVPD

XYZ file:
```
70
Properties=species:S:1:pos:R:3:lowdin_charge:R:1
O 9.2944 11.8926 8.8545 0.176
C 8.7545 11.3859 9.7663 -0.545
O 7.6519 11.8405 10.4162 0.073
C 7.5135 10.9977 11.6195 -0.023
C 8.1779 9.7205 11.1947 -0.314
F 7.2673 8.9135 10.5740 0.068
O 9.1186 10.1356 10.2507 0.104
H 8.0232 11.5417 12.4304 0.124
H 6.5044 10.8444 11.8985 0.126
H 8.7406 9.1804 11.9298 0.151
C 10.8269 10.2021 15.1558 -0.056
N 10.5848 8.9789 14.4792 0.010
C 9.5042 8.2251 14.6674 -0.519
C 9.6383 6.8045 14.0551 0.008
O 8.5434 8.6230 15.3747 -0.016
H 10.3455 11.0416 14.7040 0.062
H 11.8986 10.3238 15.1715 0.087
H 10.4247 10.0595 16.1788 0.102
H 11.2346 8.6534 13.8118 0.095
H 9.2616 6.1259 14.8859 0.104
H 10.6546 6.4979 13.7551 0.075
H 8.9385 6.7433 13.2376 0.066
C 9.9213 16.0461 8.6900 -0.096
N 8.7617 16.6615 9.1738 -0.009
C 8.4239 16.7250 10.4931 -0.462
C 6.9612 16.9384 10.8540 -0.003
O 9.2923 16.4384 11.3787 -0.028
H 10.5527 15.7918 9.5103 0.073
H 10.4789 16.6179 7.9790 0.073
H 9.7990 15.0864 8.1445 0.100
H 7.9291 16.8206 8.5305 0.166
H 6.4112 17.2927 9.9211 0.092
H 6.8817 17.7506 11.5764 0.077
H 6.4107 16.1683 11.3846 0.081
C 12.7398 10.3241 10.1890 -0.064
N 13.5183 9.1272 10.3887 -0.004
C 13.0265 7.9593 10.9513 -0.520
C 13.8933 6.7306 10.7281 -0.003
O 11.9448 7.9655 11.5271 0.027
H 11.7512 10.0887 9.7982 0.080
H 13.1737 10.9636 9.4978 0.063
H 12.5568 10.8473 11.1243 0.081
H 14.3200 9.0057 9.7525 0.134
H 13.2997 5.9366 10.3174 0.075
H 14.4032 6.5140 11.6950 0.098
H 14.6722 6.8901 9.9639 0.074
C 7.1960 11.8671 15.8172 -0.050
N 7.1888 10.9862 17.0113 0.023
C 6.3760 11.0914 18.0205 -0.631
C 6.4834 9.9249 18.9913 -0.023
O 5.5819 11.9962 18.2056 0.034
H 7.7300 12.8044 16.0491 0.084
H 6.2557 12.0466 15.3128 0.079
H 7.8567 11.3938 15.0730 0.053
H 7.7087 10.1319 16.8085 0.096
H 7.2583 10.2241 19.7547 0.088
H 6.8730 8.8995 18.5633 0.106
H 5.4786 9.7546 19.4550 0.085
C 10.1906 15.9163 14.2539 -0.077
N 9.9002 14.5842 13.6617 0.025
C 10.8022 13.7686 13.0168 -0.570
C 12.2086 13.9899 13.2156 -0.005
O 10.3593 12.8607 12.3393 0.037
H 9.6085 16.1778 15.2002 0.094
H 9.9506 16.6889 13.4987 0.060
H 11.2425 15.8924 14.5950 0.069
H 8.9839 14.5564 13.2751 0.110
H 12.6280 14.7348 12.5743 0.096
H 12.8422 13.1312 13.1001 0.083
H 12.3509 14.3156 14.2270 0.072
```

Values from the calculation:
Spin multiplicity = 1
HOMO level = -9.05 eV
SMILES = O=C1OC[C@@H](F)O1.CNC(C)=O.CNC(C)=O.CNC(C)=O.CNC(C)=O.CNC(C)=O
Orbital gap = 9.56 eV

***

Number 1: maximum force 0.0132 Eh/bohr, total energy -159755.90751 eV. Number 2: maximum force 0.0736 Eh/bohr, total energy -40738.49425 eV. Number 3: maximum force 0.0989 Eh/bohr, total energy -137689.99593 eV. Number 4: maximum force 0.0795 Eh/bohr, total energy -18527.23706 eV. Number 5: maximum force 0.1104 Eh/bohr, total energy -109799.16918 eV. Number 6: maximum force 0.0855 Eh/bohr, total energy -45831.68972 eV.